This record from the OMol25 dataset describes an isolated ion of composition C5H12NS and charge +1 at a distorted geometry. The level of theory is wB97M-V/def2-TZVPD.

Each line ends with the Mulliken charge.
Geometry (Å):
C -1.7905 0.3322 -0.2855  -0.249
C -0.4282 -0.6891 0.3498  -0.666
C -2.7235 1.1250 0.6670  -0.894
C 1.3406 0.4340 -0.8552  -0.739
C 1.6790 -1.4835 0.5548  -1.310
N 0.8401 -0.8329 -0.4150  0.265
S -1.9080 -1.5186 -0.2074  -0.088
H -1.5171 0.6673 -1.3597  0.424
H -0.3083 -0.7588 1.3621  0.521
H -2.9752 0.4463 1.5360  0.305
H -3.5809 1.3179 0.0074  0.318
H -2.2290 2.0814 1.0153  0.278
H 0.7189 1.2691 -0.3636  0.324
H 2.4044 0.4762 -0.5032  0.349
H 1.3011 0.5417 -2.0304  0.313
H 1.4767 -2.4538 0.9515  0.423
H 2.7168 -1.6939 0.3339  0.415
H 1.7830 -0.8930 1.4513  0.539
H 0.6710 -1.4879 -1.2479  0.471

Summary:
max |F| = 6.3 eV/Å
HOMO energy = -13.443 eV
structure (SMILES) = C[C@@H]1S[C@H]1[NH+](C)C
total charge = +1
relative energy (zero: lowest compared OMol25 entry of this formula, charge and spin) = 3.3034 eV
total energy = -17695.3833 eV
E_LUMO = -3.24 eV